Record 1
Density functional theory data (the ωB97M-V functional and the def2-TZVPD basis) for an isolated molecule of C10H16OSi at a distorted geometry.

Geometry (Å):
1 C -1.80 0.22 -0.55
2 C -2.96 0.55 -1.11
3 C 0.56 -0.24 -1.03
4 C 0.62 0.07 -2.34
5 C -0.53 -0.24 -0.14
6 C 1.83 -0.07 -3.13
7 C 1.68 0.00 -4.70
8 C 1.75 0.78 1.74
9 C 0.00 -2.12 2.30
10 C -1.23 0.90 2.48
11 O 2.96 -0.27 -2.67
12 Si 0.04 -0.28 1.66
13 H -3.57 -0.29 -1.58
14 H -3.36 1.50 -1.17
15 H 1.48 -0.75 -0.59
16 H -0.27 0.37 -2.92
17 H 0.60 -0.19 -4.82
18 H 2.14 0.94 -5.00
19 H 2.34 -0.89 -4.99
20 H 1.33 1.77 2.09
21 H 2.56 0.43 2.39
22 H 2.10 1.07 0.75
23 H 0.62 -2.17 3.17
24 H -1.07 -2.34 2.54
25 H 0.48 -2.93 1.73
26 H -1.62 0.54 3.48
27 H -0.92 1.94 2.52
28 H -2.26 0.99 1.96

Values from the calculation:
frontier orbital gap (alpha / beta): 7.14 / 6.73 eV
E_tot: -20549.3355 eV
HOMO level (alpha / beta): -6.386 / -9.285 eV
molar mass: 180.32 g mol⁻¹
LUMO (alpha / beta): 0.75 / -2.55 eV
2S+1: 3
ΔE to the lowest compared entry with this formula, charge and spin: 0.0 kcal per mole

Results of the natural (NBO) charge analysis, in e, for atoms 1 through 4: 0.15, -0.51, -0.24, -0.18


Record 2
Density functional theory data (the ωB97M-V functional and the def2-TZVPD basis) for a cluster of 2 separate species, C10H16S in total at a distorted geometry.

Geometry (Å):
1 C 1.68 -2.42 -0.77
2 C 2.13 -1.59 0.43
3 C -1.07 -2.90 -1.68
4 S 0.20 -1.61 -1.73
5 H 2.52 -2.53 -1.46
6 H 1.56 -3.49 -0.54
7 H 3.16 -1.82 0.66
8 H 1.48 -1.74 1.25
9 H -1.69 -2.81 -2.46
10 H -0.56 -3.98 -1.74
11 H -1.78 -2.92 -0.88
12 H 2.14 -0.53 0.08
13 C 0.84 2.25 2.08
14 C -1.84 0.56 0.11
15 C -1.04 0.87 1.15
16 C -1.93 1.57 -0.98
17 C -0.31 2.07 1.16
18 C -1.37 2.78 -0.88
19 C -0.59 3.02 0.31
20 H -2.34 -0.42 0.04
21 H -0.74 0.06 1.88
22 H -2.48 1.24 -1.93
23 H -1.39 3.61 -1.60
24 H 1.20 3.27 2.25
25 H 1.62 1.57 1.78
26 H -0.12 4.02 0.25
27 H 0.72 1.89 3.20

Values from the calculation:
frontier orbital gap (alpha / beta): 2.02 / 8.28 eV
E_tot: -21461.7127 eV
charge: -1
HOMO level (alpha / beta): 1.242 / -5.089 eV
molar mass: 168.31 g mol⁻¹
LUMO (alpha / beta): 3.26 / 3.19 eV
2S+1: 2
ΔE to the lowest compared entry with this formula, charge and spin: 36.1 kcal per mole

Results of the natural (NBO) charge analysis, in e, for atoms 1 through 4: -0.58, -0.66, -0.99, -0.13


Record 3
Density functional theory data (the ωB97M-V functional and the def2-TZVPD basis) for a cluster of 2 separate species, C10H16S in total at a distorted geometry.

Geometry (Å):
1 C -1.12 -2.17 0.03
2 C -0.03 -1.72 -0.87
3 C 0.86 -2.61 -1.47
4 C 1.61 -2.21 -2.57
5 C 1.56 -0.90 -3.02
6 C 0.96 0.05 -2.20
7 C 0.14 -0.37 -1.16
8 H -0.86 -2.16 1.09
9 H -1.58 -3.12 -0.23
10 H -1.98 -1.48 -0.01
11 H 1.03 -3.60 -1.06
12 H 2.11 -2.98 -3.14
13 H 2.12 -0.60 -3.90
14 H 1.11 1.10 -2.33
15 H -0.40 0.38 -0.60
16 C -2.17 2.80 0.86
17 C -1.69 1.65 1.74
18 S -0.02 2.01 2.35
19 C 0.96 0.53 2.14
20 H -3.00 2.51 0.22
21 H -1.37 3.20 0.25
22 H -2.51 3.67 1.42
23 H -2.39 1.42 2.54
24 H -1.56 0.80 1.08
25 H 0.72 -0.41 2.63
26 H 1.01 0.17 1.10
27 H 1.95 0.92 2.34

Values from the calculation:
frontier orbital gap: 9.31 eV
E_tot: -21464.0772 eV
HOMO level: -8.423 eV
molar mass: 168.31 g mol⁻¹
LUMO: 0.89 eV
2S+1: 1
ΔE to the lowest compared entry with this formula, charge and spin: 17.8 kcal per mole
SMILES string: Cc1ccccc1.CCSC

Results of the natural (NBO) charge analysis, in e, for atoms 1 through 4: -0.64, -0.02, -0.21, -0.21


Record 4
Density functional theory data (the ωB97M-V functional and the def2-TZVPD basis) for a cluster of 2 separate species, C10H16S in total at a distorted geometry.

Geometry (Å):
1 C -0.05 1.86 1.79
2 C 1.14 1.09 1.37
3 C 2.22 1.75 0.76
4 C 3.44 1.13 0.53
5 C 3.61 -0.23 0.82
6 C 2.50 -0.94 1.27
7 C 1.26 -0.30 1.34
8 H -0.82 1.19 2.19
9 H -0.51 2.37 0.94
10 H 0.21 2.52 2.61
11 H 2.17 2.82 0.57
12 H 4.15 1.62 -0.13
13 H 4.55 -0.75 0.79
14 H 2.61 -1.89 1.77
15 H 0.32 -0.80 1.55
16 C -1.99 -0.82 -0.04
17 C -1.28 -0.46 -1.35
18 S -2.44 0.16 -2.60
19 C -3.18 -1.45 -3.01
20 H -1.52 -0.35 0.82
21 H -2.05 -1.88 0.21
22 H -3.02 -0.47 -0.08
23 H -0.58 0.38 -1.20
24 H -0.57 -1.22 -1.70
25 H -4.13 -1.32 -3.54
26 H -2.53 -2.09 -3.59
27 H -3.48 -1.91 -2.07

Values from the calculation:
frontier orbital gap: 9.42 eV
E_tot: -21463.8842 eV
HOMO level: -8.520 eV
molar mass: 168.31 g mol⁻¹
LUMO: 0.90 eV
2S+1: 1
ΔE to the lowest compared entry with this formula, charge and spin: 22.3 kcal per mole
SMILES string: Cc1ccccc1.CCSC

Results of the natural (NBO) charge analysis, in e, for atoms 1 through 4: -0.64, -0.01, -0.21, -0.22


Record 5
Density functional theory data (the ωB97M-V functional and the def2-TZVPD basis) for a cluster of 2 separate species, C10H16Si in total at a distorted geometry.

Geometry (Å):
1 C 0.03 -1.81 0.95
2 C 0.39 -0.36 0.98
3 Si 2.02 0.08 1.65
4 C -0.44 0.68 0.70
5 C -0.04 1.98 0.77
6 C -0.70 3.15 0.45
7 C -2.03 2.95 -0.13
8 C -2.56 1.75 -0.26
9 C -1.80 0.52 0.05
10 H 0.74 -2.44 1.42
11 H 0.13 -2.19 -0.12
12 H -1.02 -1.86 1.20
13 H 1.77 0.82 2.97
14 H 2.87 1.04 0.89
15 H 2.72 -1.14 1.74
16 H 0.92 2.12 1.18
17 H -0.07 4.00 0.56
18 H -2.69 3.85 -0.26
19 H -3.66 1.80 -0.57
20 H -2.52 -0.13 0.77
21 H -1.68 -0.18 -0.73
22 C 1.23 -3.05 -2.37
23 C 1.36 -1.80 -2.30
24 H 1.42 -3.89 -1.66
25 H 0.71 -3.59 -3.24
26 H 1.90 -1.22 -1.60
27 H 0.99 -1.07 -3.05

Values from the calculation:
frontier orbital gap: 7.68 eV
E_tot: -18502.6936 eV
HOMO level: -7.591 eV
molar mass: 164.32 g mol⁻¹
LUMO: 0.09 eV
2S+1: 1
ΔE to the lowest compared entry with this formula, charge and spin: 121.3 kcal per mole
SMILES string: C/C([SiH3])=C1/C=CC=CC1.C=C

Results of the natural (NBO) charge analysis, in e, for atoms 1 through 4: -0.67, -0.40, 0.87, -0.02


Record 6
Density functional theory data (the ωB97M-V functional and the def2-TZVPD basis) for a structure of composition C10H17BF2MoN6OS at a distorted geometry.

Geometry (Å):
1 Mo 0.19 -0.20 0.11
2 O 0.35 0.15 2.04
3 N 1.44 0.64 2.61
4 C 1.37 1.09 3.88
5 C 2.45 1.65 4.49
6 C 3.66 1.75 3.78
7 C 3.73 1.27 2.50
8 C 2.59 0.71 1.90
9 S 2.58 0.12 0.29
10 H 0.40 0.97 4.35
11 H 2.36 2.03 5.49
12 H 4.52 2.21 4.25
13 H 4.64 1.32 1.92
14 C -1.89 0.26 -5.04
15 N -0.92 -0.36 -4.17
16 C 0.39 -0.56 -4.76
17 C -0.99 -0.27 -2.81
18 N 0.04 -0.19 -2.04
19 N -2.27 -0.36 -2.30
20 C -2.76 -0.24 -1.02
21 N -4.12 -0.33 -0.96
22 N -2.02 -0.10 0.02
23 H -1.70 -0.06 -6.06
24 H -1.81 1.35 -5.01
25 H -2.91 -0.02 -4.80
26 H 0.25 -0.95 -5.77
27 H 0.95 -1.30 -4.19
28 H 0.97 0.37 -4.84
29 H 0.90 -0.04 -2.56
30 H -2.97 -0.60 -2.99
31 H -4.69 -0.29 -1.78
32 H -4.58 -0.17 -0.08
33 H -2.54 -0.03 0.89
34 F -0.79 2.61 -1.12
35 B -0.13 1.89 -0.21
36 F 0.40 2.67 0.73
37 C -0.22 -2.08 -0.22
38 H 0.36 -2.70 0.47
39 H -0.88 -2.71 -0.81

Values from the calculation:
frontier orbital gap (alpha / beta): 8.03 / 7.90 eV
E_tot: -40432.2199 eV
charge: +1
HOMO level (alpha / beta): -10.775 / -10.852 eV
molar mass: 414.10 g mol⁻¹
LUMO (alpha / beta): -2.75 / -2.96 eV
2S+1: 2
ΔE to the lowest compared entry with this formula, charge and spin: 56.8 kcal per mole

Results of the natural (NBO) charge analysis, in e, for atoms 1 through 4: 0.60, -0.51, 0.02, 0.04


Record 7
Density functional theory data (the ωB97M-V functional and the def2-TZVPD basis) for a structure of composition C10H17CaNO2 at a distorted geometry.

Geometry (Å):
1 C -1.70 2.01 -1.77
2 C -1.18 -1.34 -1.22
3 C -0.80 1.83 -2.75
4 H -1.56 2.90 -1.14
5 C 0.12 -1.21 -1.45
6 H -1.49 -2.19 -0.60
7 H -0.58 2.72 -3.41
8 H 0.79 -2.00 -1.13
9 C -0.07 0.62 -3.26
10 H 0.64 1.02 -4.04
11 H -0.75 -0.06 -3.81
12 C -2.43 0.92 -0.99
13 H -3.50 1.22 -0.90
14 H -2.04 0.90 0.06
15 C -2.32 -0.45 -1.63
16 H -2.38 -0.37 -2.71
17 H -3.23 -0.99 -1.31
18 C 0.83 -0.16 -2.26
19 H 1.65 -0.67 -2.85
20 H 1.35 0.56 -1.61
21 Ca -0.25 2.18 2.21
22 H 0.57 1.65 0.74
23 N 1.20 0.11 1.59
24 C 0.48 -0.96 2.29
25 C -1.00 -0.76 2.12
26 O -1.71 -1.66 1.71
27 O -1.38 0.48 2.44
28 H 1.24 -0.11 0.60
29 H 2.23 0.17 1.81
30 H 0.79 -1.94 1.86
31 H 0.75 -0.94 3.36

Values from the calculation:
frontier orbital gap: 6.02 eV
E_tot: -34665.8140 eV
HOMO level: -6.857 eV
molar mass: 223.33 g mol⁻¹
LUMO: -0.84 eV
2S+1: 1
ΔE to the lowest compared entry with this formula, charge and spin: 25.8 kcal per mole

Results of the natural (NBO) charge analysis, in e, for atoms 1 through 4: -0.18, -0.15, -0.19, 0.20


Record 8
Density functional theory data (the ωB97M-V functional and the def2-TZVPD basis) for a structure of composition C10H17Cl2FHfO2 at a distorted geometry.

Geometry (Å):
1 C -0.80 -0.64 -2.22
2 C 0.36 -1.48 -2.01
3 C 1.52 -0.63 -1.81
4 C 0.38 -2.94 -2.08
5 C 1.09 0.77 -1.93
6 C -0.38 0.76 -2.19
7 C -1.21 1.92 -2.41
8 C -2.13 -1.14 -2.56
9 C 2.89 -1.10 -1.68
10 C 1.94 1.94 -1.88
11 Hf -0.15 -0.02 0.24
12 Cl -0.12 -2.20 1.02
13 Cl -2.39 0.10 0.32
14 O -0.07 1.86 0.72
15 H -0.58 -3.37 -1.74
16 H 1.17 -3.36 -1.42
17 H 0.57 -3.27 -3.10
18 H 2.96 -1.95 -0.97
19 H 3.55 -0.31 -1.32
20 H 3.25 -1.44 -2.66
21 H 2.77 1.81 -1.15
22 H 1.37 2.84 -1.58
23 H 2.37 2.11 -2.87
24 H -0.83 2.81 -1.87
25 H -2.24 1.76 -2.07
26 H -1.22 2.15 -3.48
27 H -2.42 -1.99 -1.92
28 H -2.14 -1.47 -3.60
29 H -2.89 -0.36 -2.42
30 H 0.73 2.06 1.16
31 O -4.30 2.79 0.19
32 H -4.30 3.81 0.35
33 F -0.28 0.05 2.21

Values from the calculation:
frontier orbital gap: 4.40 eV
E_tot: -43813.6745 eV
charge: -2
HOMO level: 0.585 eV
molar mass: 437.64 g mol⁻¹
LUMO: 4.99 eV
2S+1: 1
ΔE to the lowest compared entry with this formula, charge and spin: 45.1 kcal per mole

Results of the natural (NBO) charge analysis, in e, for atoms 1 through 4: -0.10, -0.10, -0.18, -0.63


Record 9
Density functional theory data (the ωB97M-V functional and the def2-TZVPD basis) for a structure of composition C10H17Cl2GaN at a distorted geometry.

Geometry (Å):
1 Ga 1.22 -0.34 0.73
2 Cl 1.21 -2.48 1.09
3 Cl 2.28 0.96 2.13
4 C 2.05 -0.04 -0.93
5 H 2.73 0.82 -0.84
6 H 2.55 -0.94 -1.29
7 C -0.39 0.68 -1.21
8 C 0.81 0.36 -1.88
9 H -0.36 1.06 -0.17
10 C 0.58 -0.66 -3.05
11 H 1.19 1.26 -2.42
12 C -0.62 -0.25 -3.93
13 H 1.49 -0.73 -3.65
14 H 0.40 -1.65 -2.61
15 C -1.90 -0.04 -3.11
16 H -0.36 0.68 -4.46
17 H -0.80 -1.03 -4.69
18 C -1.63 0.93 -1.94
19 H -2.72 0.34 -3.74
20 H -2.23 -0.99 -2.68
21 H -1.60 1.96 -2.34
22 H -2.47 0.93 -1.23
23 C 0.44 0.29 5.43
24 C -0.70 -0.44 4.69
25 C -0.57 -0.34 3.25
26 N -0.41 -0.23 2.10
27 H 1.41 -0.12 5.14
28 H 0.34 0.21 6.51
29 H 0.43 1.36 5.16
30 H -0.70 -1.51 4.96
31 H -1.68 -0.03 4.97

Values from the calculation:
frontier orbital gap: 3.87 eV
E_tot: -89558.0402 eV
charge: -1
HOMO level: -1.215 eV
molar mass: 291.88 g mol⁻¹
LUMO: 2.65 eV
2S+1: 1
ΔE to the lowest compared entry with this formula, charge and spin: 4.0 kcal per mole

Results of the natural (NBO) charge analysis, in e, for atoms 1 through 4: 1.39, -0.60, -0.61, -0.99